27
Properties=species:S:1:pos:R:3:forces:R:3:lowdin_charge:R:1 method="wB97M-V/def2-TZVPD" multiplicity=1 lumo_energy_ev=-0.47 orbital_gap_ev=10.14
O 23.86520 -4.33324 19.81743 -0.03 0.42 0.38 -0.039
H 23.80042 -3.47008 19.37082 0.07 -0.66 -0.33 -0.007
H 22.95390 -4.61909 19.94165 0.00 -0.15 -0.11 0.064
O 25.98741 -3.24427 17.30719 0.01 -0.25 -0.24 -0.059
H 25.51763 -2.92508 18.07875 0.06 0.06 0.04 -0.019
H 26.73565 -2.64068 17.22036 -0.09 0.17 0.11 0.006
O 25.99893 0.70114 24.21943 0.11 -0.14 -0.10 -0.067
H 26.67968 0.08990 24.51477 0.05 0.07 0.01 0.029
H 25.52440 0.22878 23.51952 -0.09 0.17 0.27 -0.015
O 23.91923 -3.11076 22.35617 -0.04 0.20 0.13 -0.055
H 24.05918 -3.54321 21.49690 0.02 -0.21 -0.15 0.002
H 24.72720 -3.28336 22.84971 -0.06 0.02 0.08 0.060
O 23.84294 -0.29584 22.66982 -0.39 -0.33 -0.50 -0.059
H 23.57409 -1.21753 22.48544 0.21 -0.14 0.36 0.023
H 23.04622 0.22745 22.53484 0.11 0.19 0.14 0.074
O 27.75171 -2.26851 20.86546 0.06 0.13 -0.14 -0.072
H 26.96324 -1.80154 20.53638 0.09 -0.20 0.24 -0.024
H 27.44513 -2.75226 21.63544 0.01 -0.03 -0.01 0.017
O 25.33732 -0.98181 20.36230 -0.15 0.04 -0.20 -0.045
H 24.89649 -0.61508 21.14487 0.12 0.17 0.11 0.015
H 24.61324 -1.29398 19.80938 0.20 0.17 -0.29 0.008
O 27.42127 -0.69706 17.59990 0.08 0.09 0.00 -0.045
H 28.37388 -0.58004 17.52880 0.01 -0.02 0.03 0.053
H 27.19392 -0.32837 18.46150 -0.06 -0.07 0.02 0.035
O 23.31395 -1.98033 18.37939 -0.32 0.09 0.53 -0.034
H 22.76305 -1.91227 17.59147 0.25 -0.04 -0.19 0.088
H 22.68205 -1.98143 19.11009 -0.23 0.25 -0.16 0.067

=====

17
Properties=species:S:1:pos:R:3:forces:R:3:lowdin_charge:R:1 method="wB97M-V/def2-TZVPD" multiplicity=2 lumo_energy_ev="-4.52 / -8.55" charge=+1 s2=0.755 orbital_gap_ev="9.36 / 5.31"
S -0.57187 -3.11186 1.13553 0.73 0.58 -1.37 0.611
S -1.82988 -1.55511 0.89247 0.19 0.35 1.44 0.685
C -1.28814 -0.04081 -0.09487 -0.44 -1.12 -0.28 -0.352
C 0.08873 0.46161 0.21790 4.32 -0.26 -0.13 -0.420
C 0.18732 1.94698 0.52688 -3.82 0.26 2.30 -0.049
N 1.15034 0.32537 -0.85751 -1.40 -0.59 -1.01 0.040
C 1.31483 -0.87296 -1.55422 -1.06 1.82 1.37 -0.289
O 0.76616 -1.86693 -1.14053 0.35 -0.83 -0.47 -0.034
H -0.10872 -2.90976 2.38862 -0.88 0.02 0.42 -0.101
H -2.05051 0.63666 0.32287 0.02 -0.26 -0.34 0.093
H -1.46339 -0.30519 -1.13764 0.04 0.43 0.00 0.102
H 0.60816 -0.06478 1.04576 -0.94 -0.07 -0.16 0.144
H -0.23299 2.10679 1.54856 1.10 -0.45 0.18 0.101
H 1.15820 2.41769 0.48406 -0.12 0.07 -0.54 0.099
H -0.74954 2.42189 0.16407 1.28 0.58 -1.41 0.096
H 1.10719 1.12162 -1.48355 0.50 0.12 0.02 0.127
H 1.91411 -0.71122 -2.45838 0.14 -0.66 -0.05 0.148

=====

9
Properties=species:S:1:pos:R:3:forces:R:3:lowdin_charge:R:1 method="wB97M-V/def2-TZVPD" multiplicity=1 lumo_energy_ev="-6.82 / -6.82" charge=+1 orbital_gap_ev="7.81 / 7.81"
C -0.20194 -0.29538 1.08227 -1.27 1.28 0.07 -0.253
C -0.05526 -0.25250 -0.25276 1.04 -0.89 -3.26 -0.030
N 0.67484 1.80342 0.11009 -0.27 0.74 2.02 0.306
N 0.01828 -0.68952 -1.50648 -3.16 -0.49 1.24 0.151
O -0.31158 0.52785 2.01620 0.28 0.44 0.18 0.054
O 0.53157 2.04238 1.18687 0.51 -0.51 -2.61 0.229
H -0.59378 -1.20853 1.43248 0.26 -2.29 0.07 0.173
H -0.93078 -1.07025 -2.00335 2.90 1.60 1.44 0.224
H 0.86866 -0.85746 -2.06532 -0.30 0.11 0.85 0.146

=====

19
Properties=species:S:1:pos:R:3:forces:R:3:lowdin_charge:R:1 method="wB97M-V/def2-TZVPD" multiplicity=1 lumo_energy_ev="0.72 / 0.72" orbital_gap_ev="8.30 / 8.31"
C 1.35784 -1.44315 0.07179 -0.73 -1.98 0.42 -0.124
C 1.62557 -0.22304 -0.22359 -3.90 0.97 -1.27 -0.074
C -1.70715 -0.69861 0.47201 -1.73 1.72 -0.68 -0.092
C -1.70504 0.87127 0.40293 1.01 -0.38 0.30 -0.164
C -0.84318 -1.14076 -0.71970 0.43 -0.62 0.10 -0.372
C 2.31002 1.01856 0.09344 2.18 -0.29 -0.73 -0.096
N -0.90373 1.14786 -0.83716 -1.28 -1.08 -0.02 -0.078
N -0.21072 0.02017 -1.34285 1.49 -0.02 2.21 0.059
O 0.14460 -2.11647 -0.35062 2.31 1.16 0.76 -0.080
H 2.06124 -2.03542 0.68203 -0.80 -0.24 -0.41 0.130
H -1.39691 -1.09746 1.40942 0.54 -0.31 0.56 0.096
H -2.80005 -0.93509 0.36286 1.16 -0.44 -0.14 0.116
H -2.74708 1.22897 0.33062 0.62 0.08 -0.30 0.097
H -1.23167 1.41701 1.26742 -0.39 -0.81 -0.56 0.113
H -1.40081 -1.74831 -1.43095 -0.29 0.42 -0.31 0.145
H 2.57113 1.14869 1.16584 -0.99 0.20 -0.45 0.087
H 1.73310 1.85599 -0.39684 1.00 -0.48 0.75 0.084
H 3.37533 0.89382 -0.32250 -1.49 0.81 -0.06 0.105
H -0.23249 1.83597 -0.63414 0.86 1.29 -0.16 0.048

=====

14
Properties=species:S:1:pos:R:3:forces:R:3:lowdin_charge:R:1 method="wB97M-V/def2-TZVPD" multiplicity=1 lumo_energy_ev="0.77 / 1.02" orbital_gap_ev="7.66 / 7.88"
C -0.24255 -0.05479 -2.46254 1.05 -1.02 -0.49 -0.089
C 0.77675 1.04620 1.23693 2.45 0.44 -2.39 -0.186
N 0.17806 -0.23358 -1.07378 0.67 0.24 0.93 -0.200
N 0.44682 -1.17814 -0.40970 -0.36 1.43 -0.92 0.115
N -0.03728 -0.74379 2.17543 -3.06 0.57 0.93 -0.054
N 0.94918 -0.33910 1.39746 0.75 -0.11 -0.65 -0.198
H 0.09981 0.92359 -2.82543 -0.10 -0.28 0.38 0.075
H -1.31352 -0.05967 -2.40711 -0.60 -0.13 -0.42 0.069
H 0.19403 -0.83960 -3.12711 -0.65 0.36 0.44 0.085
H -0.07340 1.47021 1.67736 -1.37 0.56 1.00 0.043
H 1.68311 1.57491 1.53513 -0.08 0.10 0.05 0.082
H 0.65453 1.24001 0.12280 0.13 -0.15 0.67 0.070
H -0.23790 -1.73969 2.09225 -0.10 0.36 0.04 0.076
H -0.88675 -0.05450 2.07004 1.29 -2.36 0.43 0.113

=====

28
Properties=species:S:1:pos:R:3:forces:R:3:lowdin_charge:R:1 method="wB97M-V/def2-TZVPD" multiplicity=1 lumo_energy_ev=0.82 orbital_gap_ev=9.12
C 0.73274 -3.64887 -1.63203 -0.97 -0.07 -0.88 -0.107
C -0.35989 -3.63927 -0.76808 -0.34 -0.25 1.12 -0.081
C 1.59174 -2.55741 -1.66142 1.72 -1.09 -0.66 -0.104
C -0.60099 -2.53746 0.08334 0.69 -0.29 -2.32 -0.089
C 1.26446 -1.48293 -0.90096 0.12 2.93 -0.10 -0.158
C 0.10307 -1.36225 -0.14726 -0.32 -0.31 1.01 -0.322
C 0.00751 1.39177 -1.08987 -1.06 -0.74 4.65 -0.063
C -0.19701 2.54271 -0.37546 0.81 -0.07 -0.31 -0.549
C -0.13866 3.97371 -0.91643 2.15 -1.56 -0.47 -0.030
C -1.93332 0.09877 1.25609 0.47 1.01 0.16 -0.157
C 1.02879 0.24367 1.89972 0.54 0.68 -1.03 -0.179
O -0.32484 2.30744 0.93683 -0.96 0.42 -1.27 -0.235
P -0.23125 0.36703 0.54894 0.08 -0.66 -2.18 0.861
H 0.78713 -4.29254 -2.50754 0.14 -0.69 0.66 0.101
H -1.12234 -4.43989 -0.60211 1.08 0.34 -0.84 0.114
H 2.56118 -2.62930 -2.26667 -1.70 0.41 0.76 0.133
H -1.49273 -2.65019 0.62042 -0.98 0.40 1.15 0.068
H 1.76247 -0.49337 -1.00140 0.41 -1.02 -0.10 0.102
H 0.54883 1.08263 -1.92311 0.21 -0.09 -1.56 0.029
H 0.87054 4.31127 -0.46183 -1.87 0.27 -0.65 0.110
H -1.03321 4.48681 -0.57366 0.33 0.51 -0.12 0.069
H 0.00237 3.93068 -2.06899 -0.53 0.26 2.07 0.105
H -2.52120 -0.78099 0.93728 0.91 0.15 0.45 0.046
H -1.67718 0.19390 2.34320 -0.91 -0.49 -0.76 0.052
H -2.56690 0.95136 0.99402 0.32 0.09 0.12 0.046
H 1.73136 -0.67865 1.59893 -1.73 2.06 1.54 0.090
H 1.58059 1.25286 1.72144 -0.67 -1.87 1.01 0.071
H 0.34687 0.26577 2.85327 2.06 -0.32 -1.46 0.076

=====

Record-wise energy relative to the best compared isomer or geometry (same formula, charge and spin) values, in kcal/mol: 45.2, 23.2, 148.7, 121.8, 113.8, 35.0
Record-wise max |F| values, in eV/Å: 0.7, 4.5, 3.6, 4.2, 3.4, 4.8